1.
{
  "formula": "C6H12O",
  "method": "ωB97M-V/def2-TZVPD",
  "lumo_ev": 1.05,
  "mol_weight_g_mol": 100.2,
  "gap_ev": 10.7,
  "e_tot_ha": -310.99611,
  "charge": 0,
  "symbols": ["C", "O", "C", "C", "C", "C", "C", "H", "H", "H", "H", "H", "H", "H", "H", "H", "H", "H", "H"],
  "xyz": [[2.56659, 0.59089, 0.54394], [1.73833, 0.11426, -0.48703], [0.71538, -0.74621, -0.02821], [-0.67882, -0.13566, -0.20224], [-0.74594, 1.37849, -0.15218], [-1.65891, -0.86188, -1.08582], [-1.81015, -0.91178, 0.40970], [3.26506, -0.18598, 0.88886], [1.98241, 0.93908, 1.40889], [3.14192, 1.43306, 0.15091], [0.77735, -1.68601, -0.59305], [0.88942, -0.99510, 1.02926], [0.09098, 1.81440, -0.70164], [-0.71170, 1.75015, 0.87899], [-1.67476, 1.73885, -0.60682], [-1.32622, -1.76643, -1.58988], [-2.36926, -0.27211, -1.65971], [-1.57440, -1.84525, 0.91850], [-2.61728, -0.35278, 0.87754]],
  "forces_ev_per_a": [[0.2, 0.1, 0.2], [0.0, -0.1, -0.1], [-0.2, -0.2, 0.1], [0.1, 0.0, 0.0], [-0.1, 0.0, 0.0], [0.0, 0.0, -0.2], [-0.1, -0.1, 0.2], [-0.1, 0.1, 0.0], [0.1, 0.0, -0.1], [-0.1, -0.1, 0.0], [0.0, 0.1, 0.1], [-0.1, 0.1, -0.1], [-0.1, 0.0, 0.0], [0.0, 0.0, -0.1], [0.1, -0.1, 0.1], [0.0, 0.1, 0.1], [0.1, -0.1, 0.1], [0.0, 0.1, -0.1], [0.1, -0.1, -0.1]]
}


2.
{
  "formula": "C6H12O",
  "method": "ωB97M-V/def2-TZVPD",
  "lumo_ev": 0.81,
  "mol_weight_g_mol": 100.2,
  "gap_ev": 9.0,
  "e_tot_ha": -310.93263,
  "charge": 0,
  "symbols": ["C", "C", "C", "O", "H", "H", "H", "H", "H", "H", "C", "C", "C", "H", "H", "H", "H", "H", "H"],
  "xyz": [[-0.26293, -1.36558, 0.10666], [-0.97684, -0.76950, 1.08122], [-2.46014, -0.89076, 1.07368], [-0.46025, -0.15513, 2.16445], [-0.68634, -0.64298, -0.61218], [0.79644, -1.54166, 0.31509], [-2.82156, -1.30817, 0.12705], [-3.00051, 0.01199, 1.35035], [-2.62161, -1.66421, 1.83331], [0.49042, -0.08796, 1.99222], [1.58393, -0.17500, -1.86523], [1.83651, 0.68255, -0.88302], [1.02399, 1.90865, -0.58485], [0.73708, -0.04092, -2.53623], [2.15928, -1.08851, -1.99079], [2.66559, 0.47697, -0.20323], [0.24198, 2.05778, -1.33679], [1.65636, 2.80301, -0.56583], [0.53532, 1.83744, 0.39768]],
  "forces_ev_per_a": [[0.1, 0.8, 0.7], [-0.3, -0.3, 0.6], [-0.1, 0.2, 0.2], [0.0, -0.4, 0.6], [0.4, -1.5, -1.7], [-0.2, 0.5, -0.6], [0.2, 0.2, 0.2], [0.0, 0.0, 0.1], [-0.3, 0.1, 0.0], [-0.1, 0.0, 0.2], [0.1, 0.2, 0.0], [0.1, -0.1, -0.2], [0.0, 0.0, 0.0], [0.2, 0.1, 0.1], [0.0, 0.2, 0.0], [-0.1, 0.0, -0.1], [0.1, 0.0, 0.1], [-0.1, -0.1, 0.0], [0.1, 0.0, -0.2]]
}


3.
{
  "formula": "C6H12O",
  "method": "ωB97M-V/def2-TZVPD",
  "lumo_ev": 0.96,
  "mol_weight_g_mol": 100.2,
  "gap_ev": 9.9,
  "e_tot_ha": -310.95808,
  "charge": 0,
  "symbols": ["C", "C", "C", "O", "C", "C", "C", "H", "H", "H", "H", "H", "H", "H", "H", "H", "H", "H", "H"],
  "xyz": [[-0.90868, 0.23566, 1.96963], [-0.17102, 0.51845, 0.62906], [-0.91904, 1.50354, -0.24441], [1.20960, 0.28753, 0.87491], [0.69543, -0.40658, -0.25270], [0.00807, -1.74610, -0.41483], [1.64275, -0.06747, -1.44223], [-0.14097, 0.21092, 2.75423], [-1.49065, -0.68723, 2.05168], [-1.58267, 1.06862, 2.22647], [-1.66913, 0.85528, -0.73934], [-0.29798, 1.91088, -1.03955], [-1.47930, 2.28988, 0.27136], [-0.83289, -1.49856, -1.09106], [0.57578, -2.53137, -0.92079], [-0.43192, -2.10477, 0.51439], [2.51926, 0.44990, -1.02889], [1.24740, 0.54849, -2.25615], [2.02965, -0.99304, -1.89889]],
  "forces_ev_per_a": [[0.0, -0.2, -0.3], [-0.2, 0.0, -0.3], [0.2, 0.3, -0.1], [0.3, 0.1, 0.3], [-0.3, -0.1, -0.1], [0.1, -0.2, 0.2], [-0.3, 0.1, 0.0], [-0.2, -0.1, -0.3], [0.1, 0.0, -0.2], [0.1, -0.3, -0.3], [0.2, 0.4, 0.2], [0.0, 0.2, 0.0], [0.3, 0.0, 0.0], [0.2, -0.2, 0.2], [0.2, 0.0, 0.3], [0.1, -0.2, 0.0], [-0.4, 0.0, -0.1], [-0.2, -0.1, 0.2], [-0.4, 0.2, 0.2]]
}


4.
{
  "formula": "C6H12O",
  "method": "ωB97M-V/def2-TZVPD",
  "lumo_ev": 0.36,
  "mol_weight_g_mol": 100.2,
  "gap_ev": 8.4,
  "e_tot_ha": -310.92014,
  "charge": 0,
  "symbols": ["C", "C", "C", "C", "C", "C", "H", "H", "H", "H", "H", "H", "H", "H", "H", "H", "O", "H", "H"],
  "xyz": [[1.96297, 2.30203, -0.74839], [1.62550, 1.02051, -0.41979], [0.22226, 0.56490, -0.32211], [0.07543, -0.71381, 0.56051], [-0.83276, 1.28623, -0.79389], [-2.36000, 1.04060, -0.37985], [1.53637, 2.90173, -1.59889], [2.71458, 2.79169, -0.20716], [2.34653, 0.27610, -0.15877], [-0.69633, -0.32178, 1.31070], [-0.20698, -1.57837, -0.06368], [1.00268, -1.08320, 1.09715], [-0.86202, 2.23712, -1.38290], [-2.66439, -0.08083, -0.10040], [-2.67824, 1.43886, 0.57427], [-2.98584, 1.21478, -1.22212], [0.39998, -4.74364, 1.07504], [0.81294, -4.71267, 2.02986], [0.58733, -3.84022, 0.75043]],
  "forces_ev_per_a": [[-0.7, -1.1, -1.2], [-0.9, 1.8, -1.1], [-0.1, -0.1, -1.1], [-0.6, 1.2, 0.4], [-2.2, -0.5, 1.4], [1.5, -4.0, 0.6], [-0.6, -0.5, 1.7], [1.9, 0.2, -0.1], [0.6, 0.2, 1.3], [0.9, -1.6, -0.8], [-0.6, 0.4, 0.4], [-0.9, 1.1, -0.6], [1.1, -1.0, 0.6], [1.2, 1.8, -1.0], [0.1, 1.2, -0.1], [-0.7, 0.8, -0.4], [1.4, 0.9, 2.7], [-1.3, -0.2, -2.8], [-0.2, -0.7, 0.1]]
}


5.
{
  "formula": "C6H12O",
  "method": "ωB97M-V/def2-TZVPD",
  "lumo_ev": 1.03,
  "mol_weight_g_mol": 100.2,
  "gap_ev": 10.5,
  "e_tot_ha": -310.99100,
  "charge": 0,
  "symbols": ["C", "C", "C", "C", "C", "C", "O", "H", "H", "H", "H", "H", "H", "H", "H", "H", "H", "H", "H"],
  "xyz": [[-0.37890, 2.07622, 1.05171], [-0.10603, 0.60801, 1.38593], [0.91547, -0.01548, 0.45616], [0.94798, -1.50605, 0.22916], [0.48597, -0.47264, -0.86445], [-0.83451, -0.51293, -1.45488], [-1.08004, -1.40053, -2.51064], [0.54291, 2.66907, 1.09622], [-1.09583, 2.52049, 1.75156], [-0.78837, 2.18069, 0.03997], [-1.04471, 0.04004, 1.36000], [0.26669, 0.52639, 2.41587], [1.89722, 0.45148, 0.53077], [1.91540, -2.00423, 0.24150], [0.13419, -2.08117, 0.66678], [1.39782, -0.68738, -1.56646], [-1.56540, -0.68579, -0.65199], [-1.06175, 0.46771, -1.89349], [-0.54812, -2.17392, -2.28372]],
  "forces_ev_per_a": [[0.0, 0.1, 0.0], [0.0, 0.0, 0.3], [-0.1, 0.3, 1.0], [-1.3, 0.4, 0.7], [5.2, -3.1, -1.7], [-2.2, 1.6, 0.0], [0.9, -0.9, 0.1], [-0.1, -0.1, 0.0], [0.1, -0.1, -0.1], [0.1, 0.0, 0.2], [0.2, 0.1, 0.0], [-0.1, 0.0, -0.1], [-0.2, 0.1, -0.2], [-0.3, 0.1, -0.5], [0.2, 0.1, 0.2], [-2.0, 1.6, 0.4], [-0.1, 0.1, 0.0], [-0.1, 0.0, 0.3], [-0.2, -0.3, -0.4]]
}


6.
{
  "formula": "C6H12O",
  "method": "ωB97M-V/def2-TZVPD",
  "lumo_ev": 0.95,
  "mol_weight_g_mol": 100.2,
  "gap_ev": 11.2,
  "e_tot_ha": -311.05838,
  "charge": 0,
  "symbols": ["C", "C", "O", "C", "C", "C", "C", "H", "H", "H", "H", "H", "H", "H", "H", "H", "H", "H", "H"],
  "xyz": [[-0.84390, -0.73574, 1.81292], [-0.01702, -0.42930, 0.56931], [1.04857, -1.37416, 0.43241], [-0.84656, -0.39041, -0.71885], [0.11184, 0.22495, -1.74068], [0.89694, 1.28591, -0.93193], [0.66889, 0.94267, 0.56196], [-1.41235, -1.66441, 1.67545], [-1.56048, 0.06746, 2.01946], [-0.19583, -0.86139, 2.68574], [0.68584, -2.18351, 0.05206], [-1.22753, -1.38209, -0.99924], [-1.71820, 0.25886, -0.56150], [0.79500, -0.54666, -2.10964], [-0.40786, 0.64735, -2.60626], [0.52900, 2.29324, -1.15391], [1.95885, 1.27114, -1.19280], [0.01741, 1.68431, 1.03865], [1.59856, 0.89887, 1.13719]],
  "forces_ev_per_a": [[0.0, 0.0, 0.0], [-0.2, 0.3, 0.0], [0.0, -0.3, -0.1], [0.0, 0.0, 0.0], [0.0, 0.0, -0.1], [0.0, 0.1, 0.0], [0.0, 0.0, 0.1], [0.1, 0.1, 0.0], [0.1, -0.1, -0.1], [-0.1, 0.1, -0.1], [0.1, 0.0, 0.1], [0.1, 0.1, 0.0], [0.1, -0.1, 0.0], [-0.1, 0.1, 0.0], [0.1, 0.0, 0.1], [0.1, -0.1, 0.0], [-0.2, 0.0, 0.0], [0.1, -0.1, -0.1], [-0.1, 0.0, -0.1]]
}


7.
{
  "formula": "C6H12O",
  "method": "ωB97M-V/def2-TZVPD",
  "lumo_ev": -0.24,
  "mol_weight_g_mol": 100.2,
  "gap_ev": 8.8,
  "e_tot_ha": -310.87064,
  "charge": 0,
  "symbols": ["C", "C", "O", "C", "C", "C", "C", "H", "H", "H", "H", "H", "H", "H", "H", "H", "H", "H", "H"],
  "xyz": [[-1.54255, 1.36004, -1.14549], [-1.28555, 1.39837, 0.35003], [-2.07601, 0.42584, 1.07051], [-0.85296, 0.02281, 1.70394], [0.02267, 0.99432, 0.97442], [2.23308, -1.41670, 0.06078], [1.12608, -1.04202, -0.91518], [-2.59019, 1.62026, -1.32654], [-0.89512, 2.05622, -1.68795], [-1.37351, 0.34710, -1.52187], [-1.45065, 2.42378, 0.74151], [-0.54448, -1.00771, 1.45859], [-0.83731, 0.12047, 2.79932], [1.98871, -1.03918, 1.05862], [3.18552, -0.96372, -0.23416], [2.36442, -2.50131, 0.11622], [1.49090, -0.99253, -1.94238], [0.74007, -0.04766, -0.65471], [0.29688, -1.75839, -0.90566]],
  "forces_ev_per_a": [[0.0, 0.0, 0.0], [0.1, 0.1, -0.2], [-0.1, -0.1, 0.1], [0.4, 0.0, 0.1], [-0.3, 0.1, 0.0], [0.0, 0.0, 0.1], [-0.1, -0.1, -0.1], [0.2, 0.0, 0.0], [-0.1, -0.1, 0.2], [0.0, 0.2, 0.1], [-0.1, -0.2, 0.0], [-0.2, 0.1, 0.0], [-0.1, 0.0, -0.2], [0.1, -0.1, -0.1], [-0.2, -0.1, 0.1], [0.1, 0.1, 0.0], [0.0, 0.0, 0.0], [0.1, -0.1, -0.2], [0.1, 0.1, 0.1]]
}


8.
{
  "formula": "C6H12O",
  "method": "ωB97M-V/def2-TZVPD",
  "lumo_ev": 1.15,
  "mol_weight_g_mol": 100.2,
  "gap_ev": 10.5,
  "e_tot_ha": -310.99621,
  "charge": 0,
  "symbols": ["C", "C", "O", "C", "C", "C", "C", "H", "H", "H", "H", "H", "H", "H", "H", "H", "H", "H", "H"],
  "xyz": [[-0.60132, 2.42007, 1.31729], [-0.00687, 1.55310, 0.20129], [0.43758, 0.33997, 0.77635], [1.09783, -0.42381, -0.17783], [1.19588, -1.88309, 0.08928], [0.29632, -1.38269, -1.01879], [-1.20439, -1.47782, -0.85837], [0.31129, 2.88905, 1.62330], [-1.03491, 1.91115, 2.18750], [-1.33971, 3.15294, 0.96386], [0.87678, 2.10288, -0.16620], [-0.67352, 1.37607, -0.64854], [1.94055, 0.09353, -0.64624], [0.70492, -2.22553, 0.99644], [2.11713, -2.40129, -0.15871], [0.66159, -1.53443, -2.03264], [-1.72447, -0.80962, -1.55509], [-1.55188, -2.49890, -1.05084], [-1.50281, -1.20158, 0.15794]],
  "forces_ev_per_a": [[0.1, -0.1, -0.3], [-0.4, 0.2, 0.3], [-0.1, 0.0, -0.1], [0.2, -0.1, -0.2], [0.1, -0.1, 0.1], [-0.1, -0.1, -0.2], [0.0, 0.0, 0.0], [0.0, 1.0, 1.0], [0.1, -0.3, -0.5], [0.4, -0.1, 0.0], [-0.2, -0.2, -0.3], [-0.1, -0.2, 0.1], [-0.1, -0.2, 0.1], [0.0, 0.0, -0.1], [-0.1, 0.1, 0.0], [0.0, 0.0, 0.1], [0.1, -0.1, 0.1], [0.0, 0.1, 0.0], [0.1, 0.0, -0.1]]
}


9.
{
  "formula": "C6H12O",
  "method": "ωB97M-V/def2-TZVPD",
  "lumo_ev": 0.07,
  "mol_weight_g_mol": 100.2,
  "gap_ev": 8.6,
  "e_tot_ha": -310.89970,
  "charge": 0,
  "symbols": ["C", "C", "C", "C", "C", "O", "C", "H", "H", "H", "H", "H", "H", "H", "H", "H", "H", "H", "H"],
  "xyz": [[-3.11994, 0.33038, 0.63736], [-1.68156, 0.82656, 0.76186], [-0.67622, -0.16097, 0.15860], [0.72515, 0.20449, 0.46566], [1.53921, 0.15686, -0.76216], [2.92612, 0.10648, -0.57934], [3.22495, -1.06469, 0.15330], [-3.38924, 0.14899, -0.41341], [-3.25753, -0.61221, 1.18686], [-3.81902, 1.06983, 1.04514], [-1.40531, 1.00166, 1.80978], [-1.56695, 1.78582, 0.23435], [-0.90966, -0.36527, -0.90625], [-0.77383, -1.12773, 0.69603], [2.65278, -1.06354, 1.08743], [1.28675, 1.13875, -1.22216], [1.20667, -0.62432, -1.48431], [2.95268, -1.96727, -0.42449], [4.29581, -1.07076, 0.36766]],
  "forces_ev_per_a": [[-0.1, 0.0, 0.0], [0.0, 0.0, 0.0], [0.0, 0.2, 0.0], [-0.1, -0.1, -0.6], [-0.3, 0.0, 0.1], [0.0, -0.1, 0.0], [0.2, -0.2, -0.1], [0.1, 0.1, 0.3], [0.0, 0.2, -0.1], [0.1, -0.2, -0.1], [-0.1, 0.0, -0.2], [-0.1, -0.2, 0.2], [0.0, 0.1, 0.2], [0.1, 0.2, -0.1], [0.1, -0.1, 0.1], [-0.1, -0.2, 0.1], [0.1, 0.1, 0.1], [0.1, 0.2, 0.1], [-0.2, 0.0, -0.1]]
}


10.
{
  "formula": "C6H12O",
  "method": "ωB97M-V/def2-TZVPD",
  "lumo_ev": 1.03,
  "mol_weight_g_mol": 100.2,
  "gap_ev": 10.9,
  "e_tot_ha": -311.00151,
  "charge": 0,
  "symbols": ["C", "C", "C", "C", "H", "H", "H", "H", "H", "H", "H", "H", "C", "C", "O", "H", "H", "H", "H"],
  "xyz": [[-0.76833, 1.17009, 0.36719], [-1.59302, -0.09131, 0.47665], [-1.87126, -0.92911, -0.74034], [-2.97481, -0.12547, -0.10724], [-0.84717, 1.59415, -0.64044], [-1.11750, 1.93089, 1.07401], [0.29358, 0.99646, 0.57192], [-1.46742, -0.64310, 1.40620], [-1.47748, -0.58209, -1.69268], [-1.90350, -2.01074, -0.63941], [-3.31473, 0.76673, -0.62743], [-3.75959, -0.65540, 0.42563], [2.72865, -0.80506, -0.00746], [3.26920, 0.59662, 0.04247], [2.72306, 1.52003, 0.59787], [2.82757, -1.22167, -1.01501], [3.32448, -1.43606, 0.66455], [1.68250, -0.82467, 0.30730], [4.24578, 0.74969, -0.46378]],
  "forces_ev_per_a": [[0.0, 0.0, 0.0], [0.0, 0.0, 0.1], [0.1, -0.1, -0.1], [-0.2, 0.1, 0.0], [0.0, 0.0, 0.1], [0.0, -0.1, -0.1], [-0.2, 0.0, 0.0], [0.0, 0.1, -0.1], [0.0, 0.0, 0.2], [0.0, 0.2, 0.0], [0.1, -0.1, 0.1], [0.2, 0.1, -0.1], [-0.1, 0.0, 0.0], [-0.1, 0.2, 0.2], [0.2, -0.4, -0.2], [0.0, 0.1, 0.1], [-0.1, 0.1, -0.1], [0.2, 0.0, 0.0], [-0.1, 0.0, 0.1]]
}


| no. | highest occupied orbital energy (eV) |
| --- | --- |
| 1 | -9.65 |
| 2 | -8.22 |
| 3 | -8.94 |
| 4 | -8.05 |
| 5 | -9.49 |
| 6 | -10.21 |
| 7 | -8.99 |
| 8 | -9.32 |
| 9 | -8.57 |
| 10 | -9.91 |